(1)
Computed, not measured: a molecular structure, C17H24N3O3PTc at a distorted geometry, with ωB97M-V with the def2-TZVPD basis set.

Last column: Löwdin charge in e.
Atoms and positions in Å:
N1 2.65861 -3.91955 1.71365  0.198
C1 3.65158 -3.52192 2.18602  -0.166
C2 4.92315 -3.08562 2.77904  -0.009
H1 5.49422 -2.47843 2.07335  0.097
H2 5.49934 -4.00274 3.03735  0.139
H3 4.71228 -2.52213 3.69953  0.112
N2 -3.92774 -2.12915 0.51681  0.126
C3 -5.00197 -1.73267 0.69837  -0.221
C4 -6.38850 -1.34670 0.95615  -0.028
H4 -6.98231 -2.25624 1.12018  0.115
H5 -6.80802 -0.82991 0.09207  0.099
H6 -6.50453 -0.69873 1.82930  0.103
N3 0.19535 2.01348 -4.68744  0.316
C5 1.03692 2.82259 -4.64797  -0.048
C6 2.06053 3.86948 -4.69355  0.041
H7 1.62456 4.81059 -4.33779  0.137
H8 2.40871 3.99906 -5.74202  0.164
H9 2.93544 3.61009 -4.07131  0.115
Tc1 -0.29623 -0.40305 -0.30162  1.425
C7 -1.75721 0.72283 -0.08389  -0.152
O1 -2.66599 1.40120 0.23551  0.267
C8 -0.69820 -0.63509 1.51684  -0.134
O2 -1.09035 -0.58412 2.62697  0.266
C9 0.31008 -2.87596 -0.81673  0.018
C10 1.29190 -2.22782 -1.56932  -0.010
C11 0.90796 -1.34254 -2.59497  0.005
C12 -0.44907 -1.14987 -2.88627  0.003
C13 -1.41335 -1.60141 -1.97559  -0.096
C14 -1.02802 -2.36802 -0.85107  -0.219
H10 0.55238 -3.67544 -0.11606  0.138
H11 2.35685 -2.44134 -1.41785  0.155
H12 1.68828 -0.82156 -3.16408  0.154
H13 -0.76094 -0.61866 -3.77851  0.138
H14 -2.47737 -1.50128 -2.16332  0.157
H15 -1.82759 -2.88046 -0.31666  0.114
C15 1.19311 3.16893 2.19423  -0.124
P1 2.17483 2.12884 1.07488  0.636
C16 3.12976 3.18122 -0.00271  -0.130
C17 3.10681 1.02263 2.12706  -0.137
O3 1.21066 1.32892 0.19909  -0.441
H16 0.39168 3.65825 1.64583  0.072
H17 1.82800 3.92510 2.66244  0.090
H18 0.74234 2.55241 2.96633  0.068
H19 3.50246 4.02751 0.58332  0.091
H20 3.97403 2.63026 -0.42199  0.075
H21 2.48373 3.54189 -0.80865  0.064
H22 2.43288 0.24099 2.49486  0.061
H23 3.92795 0.57287 1.56979  0.068
H24 3.50783 1.58690 2.96706  0.089

Highest occupied orbital energy (alpha / beta), eV: -21.1 / -20.6
Spin multiplicity: 4
LUMO energy (alpha / beta), eV: -15.094 / -19.073
Frontier orbital gap (alpha / beta), eV: 6.1 / 1.5
Charge: +4
E, eV: -40069.20277



(2)
Computed, not measured: 2 unconnected molecules or ions with the total composition C3H6N2OS at a distorted geometry, with ωB97M-V with the def2-TZVPD basis set.

Last column: Löwdin charge in e.
Atoms and positions in Å:
C1 -0.82900 3.02930 -0.60184  -0.061
C2 1.49415 0.46094 -0.69779  -0.714
C3 -0.36177 -1.71538 1.01019  -0.049
N1 -1.65301 2.45804 -0.01880  0.046
N2 0.54269 -0.42138 -0.76719  -0.089
O1 -0.48894 -0.53702 0.17910  -0.140
S1 2.47690 0.64312 -2.01740  0.567
H1 1.52475 0.95248 0.17450  0.036
H2 -0.64855 -1.45674 2.03252  0.098
H3 0.61002 -2.12179 1.05144  0.075
H4 -0.87179 -2.53556 0.65847  0.054
H5 -2.38801 2.18178 0.60144  0.073
H6 0.59256 -0.93779 -1.60464  0.104

Highest occupied orbital energy, eV: -8.4
Energy above the lowest of the compared OMol25 structures with the same formula, charge and spin, eV: 5.258
LUMO energy, eV: 0.595
Frontier orbital gap, eV: 9.0
E, eV: -19066.90835



(3)
Computed, not measured: a molecular structure, C26H39BN6S2Si2TeTi, with ωB97M-V with the def2-TZVPD basis set.

Last column: Löwdin charge in e.
Atoms and positions in Å:
Ti1 0.27051 -0.89553 0.04818  0.348
C1 -0.60466 2.42492 -1.07756  -0.037
N1 -1.40313 2.28999 0.12514  -0.110
C2 -1.58117 3.24492 1.10789  -0.063
C3 -2.42433 2.70651 2.01399  -0.063
N2 -2.76690 1.44296 1.58824  -0.023
B1 -3.68740 0.45292 2.35165  -0.451
N3 -2.93303 -0.86017 2.77297  0.012
C4 -3.67121 -1.93845 3.21147  -0.078
C5 -2.82648 -2.89319 3.64323  -0.071
N4 -1.55511 -2.39085 3.48324  -0.104
C6 -0.32519 -3.03529 3.90646  -0.066
C7 -1.63364 -1.14691 2.93714  -0.658
S1 -0.23818 -0.18573 2.58676  0.670
C8 -2.12221 1.19439 0.44531  -0.721
S2 -2.16018 -0.25017 -0.48426  0.704
H1 -0.18354 3.42862 -1.08919  0.092
H2 -1.23233 2.27535 -1.95478  0.084
H3 0.20642 1.70028 -1.11138  0.061
H4 -1.08364 4.19779 1.07502  0.118
H5 -2.80926 3.10646 2.93453  0.116
H6 -4.05051 1.02073 3.36057  0.071
H7 -4.61673 0.12322 1.65142  0.070
H8 -4.74462 -1.93747 3.14176  0.123
H9 -3.00350 -3.89204 4.00393  0.115
H10 -0.58027 -4.01962 4.29169  0.088
H11 0.15381 -2.44415 4.68710  0.086
H12 0.35616 -3.13204 3.06590  -0.009
C9 -0.05531 -2.97650 -3.90587  -0.175
Si1 0.04851 -1.14007 -3.44843  0.383
C10 -1.72578 -0.55283 -3.60440  -0.235
C11 0.91625 -0.11962 -4.78983  -0.176
N5 0.86652 -0.90014 -1.92315  -0.207
C12 2.22564 -1.26684 -1.88488  -0.355
C13 2.93918 -1.90816 -2.90437  -0.079
C14 4.26399 -2.30055 -2.72116  -0.113
C15 4.90257 -2.07697 -1.50358  -0.115
C16 4.20802 -1.42757 -0.48512  -0.071
C17 2.90259 -0.98731 -0.67250  -0.360
N6 2.15537 -0.30408 0.30211  -0.206
Si2 2.89028 0.92502 1.27694  0.367
C18 1.72863 2.38928 1.52944  -0.190
C19 4.37136 1.70823 0.40237  -0.172
C20 3.43374 0.28371 2.95692  -0.175
H13 -0.21852 -3.13333 -4.97736  0.026
H14 -0.90783 -3.40989 -3.37373  0.024
H15 0.82362 -3.54290 -3.59444  0.016
H16 -1.96704 -0.67706 -4.66890  0.033
H17 -1.87209 0.49660 -3.34779  -0.003
H18 -2.43805 -1.13992 -3.02728  -0.010
H19 0.65639 -0.48351 -5.78962  0.025
H20 2.00173 -0.10240 -4.70117  0.014
H21 0.56048 0.91330 -4.71597  0.021
H22 2.46550 -2.13662 -3.84751  0.071
H23 4.78016 -2.80821 -3.52757  0.088
H24 5.91971 -2.41116 -1.34084  0.086
H25 4.67451 -1.26713 0.48381  0.095
H26 1.39084 2.77071 0.55408  0.012
H27 2.28416 3.19373 2.02175  0.031
H28 0.85054 2.17587 2.13879  -0.029
H29 4.06982 2.10974 -0.56869  0.033
H30 5.20234 1.02245 0.22418  0.016
H31 4.73620 2.53999 1.01454  0.024
H32 2.57254 -0.14473 3.47614  -0.005
H33 3.84854 1.08358 3.57845  0.025
H34 4.18954 -0.50055 2.85329  0.021
Te1 0.43995 -3.64157 0.34111  0.899
C21 -1.47151 -4.30268 0.98120  -0.638
C22 -1.56490 -5.40241 1.83802  -0.185
C23 -2.79955 -5.85152 2.29413  -0.127
C24 -3.97019 -5.20765 1.90664  -0.130
C25 -3.88633 -4.11001 1.05953  -0.110
C26 -2.65403 -3.66590 0.60120  -0.160
H35 -0.66070 -5.91574 2.14276  0.085
H36 -2.84440 -6.71302 2.95071  0.095
H37 -4.93311 -5.55149 2.26587  0.095
H38 -4.78533 -3.58364 0.75792  0.107
H39 -2.61353 -2.79571 -0.03774  0.029

Highest occupied orbital energy (alpha / beta), eV: -4.1 / -4.2
Energy above the lowest of the compared OMol25 structures with the same formula, charge and spin, eV: 0.000
Spin multiplicity: 2
LUMO energy (alpha / beta), eV: 2.551 / 2.554
Frontier orbital gap (alpha / beta), eV: 6.7 / 6.7
Charge: -1
E, eV: -105056.21171



(4)
Computed, not measured: a gas-phase ion, C5H8N (charge +1) at a distorted geometry, with ωB97M-V with the def2-TZVPD basis set.

Last column: Löwdin charge in e.
Atoms and positions in Å:
C1 1.12072 1.16051 -0.11499  0.005
C2 -0.48176 -0.83377 -0.37296  -0.155
C3 -1.17061 0.28781 0.32400  -0.200
C4 1.03119 -1.09780 0.09263  -0.151
C5 -0.33310 1.42622 -0.10316  0.072
N1 1.84378 0.05224 0.25697  0.257
H1 1.63325 2.08486 -0.27363  0.128
H2 -0.93285 -1.88501 -0.11303  0.169
H3 -0.58937 -0.72284 -1.48716  0.147
H4 -2.18348 0.30860 -0.01328  0.120
H5 -1.40907 0.23323 1.42692  0.168
H6 0.92437 -1.36278 1.15476  0.147
H7 1.40856 -2.00448 -0.26799  0.125
H8 -0.86164 2.35322 -0.50909  0.169

Highest occupied orbital energy (alpha / beta), eV: -14.6 / -16.1
Energy above the lowest of the compared OMol25 structures with the same formula, charge and spin, eV: 2.238
Spin multiplicity: 3
LUMO energy (alpha / beta), eV: -4.176 / -8.970
Frontier orbital gap (alpha / beta), eV: 10.4 / 7.1
Charge: +1
E, eV: -6792.33810



(5)
Computed, not measured: C2H4N2O2 in the gas phase at a distorted geometry, with ωB97M-V with the def2-TZVPD basis set.

Last column: Löwdin charge in e.
Atoms and positions in Å:
C1 -0.03353 0.98328 0.16997  -0.276
C2 0.24875 -0.35918 -0.51647  -0.096
N1 -0.77585 1.77759 -0.37518  0.129
N2 0.06768 -1.46972 0.41498  -0.433
O1 0.69701 -2.47023 0.10819  0.069
O2 -0.72067 -1.32206 1.31845  0.088
H1 0.58653 0.89672 1.12583  0.139
H2 -0.45087 -0.50795 -1.41523  0.166
H3 1.36390 -0.25865 -0.69888  0.149
H4 -0.98296 2.73018 -0.13167  0.064

Highest occupied orbital energy, eV: -10.1
Energy above the lowest of the compared OMol25 structures with the same formula, charge and spin, eV: 5.331
LUMO energy, eV: 0.093
Frontier orbital gap, eV: 10.2
SMILES string: [H]/N=C/C[N+](=O)[O-]
E, eV: -9209.89167



(6)
Computed, not measured: 2 unconnected molecules or ions with the total composition C2H7N3O2 at a distorted geometry, with ωB97M-V with the def2-TZVPD basis set.

Last column: Löwdin charge in e.
Atoms and positions in Å:
C1 -1.23206 -1.87503 0.14429  -0.085
C2 2.49476 1.63266 0.44899  -0.141
N1 1.81511 2.25651 1.30295  0.034
N2 -0.73159 -0.72256 -0.47856  0.008
N3 -0.42832 -0.81159 -1.65554  -0.414
O1 -0.47968 -1.79015 -2.39180  0.011
O2 0.10556 0.37383 -2.20317  0.026
H1 -1.57811 -1.37400 1.06580  0.090
H2 -2.02177 -2.25663 -0.47603  0.083
H3 -0.32718 -2.49332 0.29298  0.108
H4 3.59556 1.61280 0.60516  0.064
H5 2.20647 1.25920 -0.48658  0.024
H6 0.84094 2.15373 1.33276  0.009
H7 0.21134 0.19583 -3.23386  0.182

Highest occupied orbital energy, eV: -9.5
Energy above the lowest of the compared OMol25 structures with the same formula, charge and spin, eV: 6.642
LUMO energy, eV: 0.647
Frontier orbital gap, eV: 10.2
SMILES string: C/N=[N+](\[O-])O.C=N
E, eV: -10747.43405



(7)
Computed, not measured: C3H6N2 in the gas phase at a distorted geometry, with ωB97M-V with the def2-TZVPD basis set.

Last column: Löwdin charge in e.
Atoms and positions in Å:
C1 0.14627 -0.13756 -0.01738  -0.226
C2 0.35573 1.22091 0.51156  -0.177
C3 1.52816 1.56592 1.04938  -0.011
H1 -0.46472 -2.43775 -0.49761  0.076
H2 -2.06192 -2.11809 -0.96815  0.093
H3 1.01589 -0.85017 0.06423  0.125
H4 -0.50891 1.88802 0.43828  0.102
H5 1.68465 2.57513 1.44481  0.055
H6 2.36397 0.85462 1.08066  0.059
N1 -1.07984 -1.77955 -0.98789  -0.030
N2 -0.95015 -0.47865 -0.55834  -0.066

Highest occupied orbital energy, eV: -8.5
Energy above the lowest of the compared OMol25 structures with the same formula, charge and spin, eV: 1.879
LUMO energy, eV: 1.091
Frontier orbital gap, eV: 9.6
SMILES string: C=C/C=N/N
E, eV: -6186.66603



(8)
Computed, not measured: a molecular structure, C14H14N5O4PtS, with ωB97M-V with the def2-TZVPD basis set.

Last column: Löwdin charge in e.
Atoms and positions in Å:
Pt1 -0.26410 -0.27751 0.17584  0.680
N1 2.46292 0.20368 -0.17592  -0.041
N2 3.17015 -0.98996 -0.01438  -0.091
C1 2.46432 -2.15698 0.10045  -0.839
N3 3.25515 -3.27328 -0.01558  0.049
S1 0.82972 -2.31108 0.35860  0.721
H1 2.46080 0.54942 -1.12439  0.083
H2 2.79339 0.92040 0.44956  0.080
H3 4.00991 -1.08083 -0.56965  0.133
H4 4.15191 -3.19894 0.44496  0.094
H5 2.75704 -4.10960 0.25128  0.077
O1 1.07701 2.42886 -0.44049  -0.034
C2 0.41529 3.44480 -0.35870  -0.237
C3 -1.00290 3.59540 -0.15283  -0.111
C4 -1.46723 4.90913 -0.17839  0.024
C5 -2.79892 5.20898 -0.02564  -0.180
C6 -3.73768 4.16791 0.17484  -0.005
C7 -3.32673 2.87851 0.21396  0.013
C8 -1.94214 2.49946 0.05098  -0.332
O2 -1.70348 1.27276 0.10622  -0.168
N4 -3.22939 6.57251 -0.07314  -0.383
O3 -2.39783 7.45210 -0.24624  0.028
O4 -4.41783 6.81397 0.06035  0.037
H6 0.95071 4.41220 -0.46170  0.116
H7 -0.76023 5.71522 -0.33032  0.117
H8 -4.77792 4.43236 0.29910  0.112
H9 -4.02926 2.07242 0.37940  0.123
N5 -1.80361 -1.45978 0.17003  -0.233
C9 -2.53616 -1.55236 1.28221  -0.492
C10 -3.72430 -2.36085 1.22847  -0.094
C11 -4.54217 -2.53902 2.32291  -0.164
C12 -4.26885 -1.93614 3.55320  -0.183
C13 -3.13154 -1.13564 3.64440  -0.162
C14 -2.28816 -0.94115 2.56627  -0.104
H10 -3.96225 -2.83206 0.28056  0.082
H11 -5.42622 -3.16375 2.22566  0.080
H12 -4.91980 -2.08455 4.40750  0.065
H13 -2.90626 -0.64785 4.58879  0.082
H14 -1.41497 -0.31246 2.67494  0.055

Highest occupied orbital energy, eV: -2.4
Energy above the lowest of the compared OMol25 structures with the same formula, charge and spin, eV: 1.583
LUMO energy, eV: 2.015
Frontier orbital gap, eV: 4.4
Charge: -1
E, eV: -44464.05732